No. 1
Formula: C14H17BF6FeN6O
Source: the OMol25 dataset
Level of theory: ωB97M-V/def2-TZVPD

Properties
- ⟨S²⟩ = 6.14
- spin multiplicity = 5
- E_LUMO (alpha / beta) (eV) = -1.85 / -1.28
- charge = 0

The geometry in XYZ format:
```
46
Properties=species:S:1:pos:R:3:nbo_charge:R:1
H -0.34 2.64 1.06 0.238
N -0.10 1.44 -0.66 -0.345
B 0.54 0.47 -2.89 0.542
N 0.43 1.67 -1.91 -0.325
C 0.84 2.95 -2.00 -0.011
Fe -1.11 -0.46 -0.01 1.453
H 1.27 3.32 -2.94 0.222
C 0.56 3.57 -0.78 -0.344
H 0.74 4.59 -0.51 0.227
C 0.00 2.58 0.04 -0.001
H 0.94 0.80 -3.96 -0.023
C -1.15 -2.31 0.46 -0.809
H -1.81 -2.11 1.32 0.202
H -0.33 -2.95 0.79 0.244
H -1.76 -2.85 -0.27 0.205
N -0.87 -0.16 -2.90 -0.264
N 1.44 -0.55 -2.18 -0.335
N -1.50 -0.56 -1.72 -0.367
N 1.10 -0.99 -0.91 -0.343
C -1.73 -0.26 -3.92 0.053
C 2.65 -1.02 -2.54 -0.009
H -1.42 0.03 -4.92 0.244
H 3.06 -0.74 -3.51 0.222
C -2.92 -0.81 -3.43 -0.334
C 3.11 -1.82 -1.50 -0.358
C -2.76 -1.01 -2.07 0.008
C 2.11 -1.77 -0.50 -0.019
H -3.80 -1.04 -4.01 0.242
H 4.03 -2.35 -1.46 0.226
H -3.43 -1.39 -1.31 0.234
H 2.11 -2.24 0.47 0.223
H -2.08 0.74 0.22 -0.223
C -0.96 -0.73 3.68 -0.653
C 0.08 0.12 2.97 0.148
O 0.05 0.05 1.64 -0.789
C -0.12 1.62 3.47 0.948
F -0.17 1.71 4.83 -0.328
F 0.84 2.47 3.03 -0.319
F -1.32 2.08 2.99 -0.338
C 1.52 -0.35 3.46 0.955
F 1.65 -0.27 4.82 -0.333
F 1.70 -1.66 3.11 -0.340
F 2.53 0.35 2.90 -0.311
H -1.97 -0.40 3.39 0.226
H -0.83 -0.61 4.76 0.238
H -0.81 -1.79 3.41 0.224
```

=====

No. 2
Formula: C7H7NO
Source: the OMol25 dataset
Level of theory: ωB97M-V/def2-TZVPD

Properties
- E_LUMO (eV) = -0.91
- charge = 0

The geometry in XYZ format:
```
16
Properties=species:S:1:pos:R:3:nbo_charge:R:1
C -1.08 -1.06 2.71 0.206
C -0.14 -0.23 -2.01 -0.299
C 0.01 -1.58 -2.08 0.077
C -0.12 0.13 -0.62 -0.197
C 0.06 -1.06 -0.01 0.382
C -0.24 1.49 -0.04 -0.623
C 0.19 -1.45 2.35 -0.423
N -2.14 -0.73 3.04 -0.286
O 0.13 -2.10 -0.83 -0.440
H -0.27 0.46 -2.82 0.229
H 0.05 -2.26 -2.90 0.206
H 0.67 2.07 -0.22 0.219
H -1.08 2.02 -0.50 0.224
H -0.41 1.43 1.03 0.226
H 1.01 -0.78 2.52 0.248
H 0.41 -2.51 2.27 0.251
```

=====

No. 3
Formula: C5H8O
Source: the OMol25 dataset
Level of theory: ωB97M-V/def2-TZVPD

Properties
- SMILES string = C1OC[C@H]2C[C@@H]12
- E_LUMO (eV) = 1.15
- charge = 0

The geometry in XYZ format:
```
14
Properties=species:S:1:pos:R:3:nbo_charge:R:1
C 1.20 0.44 -0.84 -0.423
C 0.67 0.47 0.57 -0.259
C -0.78 0.87 0.78 -0.070
O -1.47 0.36 -0.34 -0.517
C -0.95 -0.95 -0.42 -0.070
C 0.56 -0.79 -0.26 -0.259
H 0.72 1.01 -1.63 0.224
H 2.29 0.39 -0.92 0.220
H 1.36 0.57 1.41 0.222
H -1.01 1.93 0.89 0.197
H -1.13 0.30 1.67 0.158
H -1.32 -1.43 -1.33 0.197
H -1.30 -1.50 0.48 0.159
H 1.15 -1.67 -0.06 0.222
```

=====

No. 4
Formula: C16H25AsN4O5Pd
Source: the OMol25 dataset
Level of theory: ωB97M-V/def2-TZVPD

Properties
- E_LUMO (eV) = 4.79
- charge = -2

The geometry in XYZ format:
```
52
Properties=species:S:1:pos:R:3:nbo_charge:R:1
Pd 0.53 0.16 0.95 0.035
O -4.43 2.78 -2.77 -0.640
C -3.55 2.30 -2.07 0.323
C -3.08 0.89 -2.09 0.299
O -3.48 -0.01 -2.85 -0.679
C -2.00 0.77 -1.09 0.256
C -1.77 2.08 -0.48 0.275
O -0.86 2.31 0.34 -0.701
C -2.72 3.04 -1.07 0.319
O -2.80 4.24 -0.82 -0.643
O -1.32 -0.25 -0.85 -0.735
C 1.79 -3.05 4.74 -0.618
C 1.79 -2.50 3.32 -0.736
As 0.70 -0.87 2.95 0.958
C 1.35 0.20 4.49 -0.741
C 0.93 1.66 4.33 -0.621
C -1.01 -1.52 3.71 -0.738
C -2.16 -0.59 3.32 -0.621
H 2.47 -3.90 4.85 0.185
H 0.79 -3.38 5.03 0.197
H 2.10 -2.28 5.46 0.196
H 1.42 -3.26 2.62 0.212
H 2.80 -2.25 2.99 0.212
H 2.44 0.12 4.48 0.200
H 1.00 -0.22 5.43 0.185
H 1.15 2.01 3.32 0.243
H 1.42 2.32 5.05 0.179
H -0.15 1.77 4.47 0.200
H -0.93 -1.63 4.80 0.184
H -1.18 -2.52 3.29 0.204
H -2.05 0.39 3.79 0.197
H -3.13 -1.00 3.61 0.183
H -2.15 -0.42 2.24 0.250
C 1.13 -1.34 -5.36 -0.612
C 0.29 -0.10 -5.04 -0.224
C 1.04 1.18 -5.39 -0.611
C -0.20 -0.09 -3.59 -0.223
N 0.85 0.22 -2.64 -0.195
C 0.99 1.29 -1.86 0.184
N 1.97 1.10 -1.01 -0.338
N 2.43 -0.15 -1.29 -0.087
N 1.76 -0.69 -2.25 -0.092
H 1.50 -1.31 -6.38 0.185
H 0.54 -2.25 -5.23 0.207
H 1.98 -1.40 -4.68 0.224
H -0.62 -0.14 -5.65 0.204
H 1.99 1.22 -4.86 0.206
H 0.46 2.06 -5.12 0.215
H 1.25 1.23 -6.46 0.193
H -0.65 -1.04 -3.30 0.253
H -0.97 0.66 -3.46 0.246
H 0.35 2.16 -1.90 0.245
```

=====

No. 5
Formula: C23H30N2O5
Source: the OMol25 dataset
Level of theory: ωB97M-V/def2-TZVPD

Properties
- SMILES string = COc1cc(C(=O)NCCC(=O)N[C@@H](C)CCc2ccccc2)cc(OC)c1OC
- E_LUMO (eV) = 0.68
- charge = 0

The geometry in XYZ format:
```
60
Properties=species:S:1:pos:R:3:nbo_charge:R:1
C 2.18 -0.17 3.56 -0.247
H 1.25 0.40 3.45 0.175
O 2.86 -0.29 2.34 -0.509
C 2.23 -0.92 1.30 0.253
C 0.97 -1.48 1.41 -0.307
C 0.39 -2.15 0.34 -0.064
C 1.09 -2.26 -0.85 -0.261
C 2.35 -1.69 -0.99 0.266
C 2.94 -1.00 0.08 0.250
O 4.21 -0.51 -0.08 -0.529
C 4.57 0.71 0.53 -0.243
H 5.39 1.11 -0.07 0.181
H 3.74 1.42 0.52 0.189
H 4.90 0.56 1.56 0.188
O 2.90 -1.90 -2.22 -0.501
C 4.02 -1.16 -2.67 -0.238
H 4.13 -1.44 -3.72 0.185
H 4.92 -1.42 -2.13 0.190
H 3.85 -0.08 -2.60 0.176
H 0.71 -2.80 -1.70 0.223
C -0.98 -2.69 0.54 0.650
O -1.45 -2.88 1.65 -0.645
N -1.68 -2.93 -0.59 -0.611
H -1.36 -2.49 -1.44 0.415
C -3.10 -3.22 -0.55 -0.210
H -3.25 -4.10 0.10 0.219
C -3.91 -2.05 0.02 -0.522
C -3.46 -0.74 -0.63 0.697
O -2.91 -0.69 -1.71 -0.662
N -3.71 0.35 0.12 -0.613
H -4.17 0.24 1.02 0.394
C -3.24 1.68 -0.20 -0.067
C -4.42 2.62 -0.42 -0.604
H -5.01 2.72 0.49 0.198
H -4.07 3.61 -0.71 0.214
H -5.07 2.24 -1.20 0.218
C -2.33 2.19 0.93 -0.390
H -2.02 3.21 0.70 0.214
H -2.91 2.22 1.85 0.195
C -1.08 1.32 1.14 -0.421
C -0.03 1.58 0.10 -0.009
C -0.01 0.88 -1.10 -0.246
C 0.96 1.15 -2.05 -0.143
C 1.92 2.12 -1.82 -0.252
C 1.90 2.83 -0.63 -0.220
C 0.94 2.55 0.33 -0.224
H 0.94 3.10 1.26 0.205
H 2.64 3.59 -0.44 0.212
H 2.67 2.34 -2.57 0.211
H 0.96 0.60 -2.98 0.207
H -0.75 0.13 -1.30 0.235
H -0.67 1.55 2.13 0.210
H -1.37 0.27 1.12 0.220
H -2.67 1.59 -1.13 0.238
H -4.97 -2.20 -0.17 0.233
H -3.74 -1.99 1.09 0.238
H -3.42 -3.46 -1.56 0.213
H 0.42 -1.44 2.33 0.243
H 2.86 0.37 4.22 0.198
H 1.95 -1.14 3.99 0.183
```

=====

No. 6
Formula: C11H11CeClN2O2
Source: the OMol25 dataset
Level of theory: ωB97M-V/def2-TZVPD

Properties
- E_LUMO (eV) = -10.89
- charge = +2

The geometry in XYZ format:
```
28
Properties=species:S:1:pos:R:3:mulliken_charge:R:1
Cl 2.16 -1.05 -2.64 -0.254
C 2.01 1.73 0.31 -0.469
C 0.68 2.00 0.71 -0.408
C -0.11 2.14 -0.46 -0.745
H 0.33 2.07 1.72 0.774
C 0.73 1.95 -1.59 0.736
C 2.04 1.73 -1.10 -0.655
H 2.89 1.47 -1.71 0.526
H 2.85 1.56 0.97 0.624
H -1.17 2.35 -0.49 0.540
C 0.33 2.03 -3.02 -1.169
Ce 0.60 -0.16 -0.35 0.272
C -0.64 -1.19 -1.45 0.543
O -1.45 -1.78 -2.05 -0.096
C 1.60 -1.70 0.34 0.573
O 2.22 -2.62 0.67 -0.086
H -0.68 1.66 -3.17 0.324
H 1.01 1.43 -3.62 0.335
H 0.37 3.06 -3.39 0.374
N -2.18 -2.74 2.33 0.009
C -2.16 -1.62 3.09 -0.587
C -1.37 -0.68 2.47 -0.199
N -0.90 -1.21 1.32 0.019
C -1.41 -2.46 1.26 -0.420
H -2.68 -3.63 2.53 0.292
H -2.69 -1.52 4.03 0.408
H -1.15 0.32 2.82 0.386
H -1.21 -3.16 0.46 0.353
```

=====

No. 7
Formula: C5H6O
Source: the OMol25 dataset
Level of theory: ωB97M-V/def2-TZVPD

Properties
- E_LUMO (eV) = 0.75
- charge = 0

The geometry in XYZ format:
```
12
Properties=species:S:1:pos:R:3:nbo_charge:R:1
C 2.13 -0.44 0.06 -0.648
C 0.72 0.00 0.12 -0.206
C -0.15 0.80 0.57 0.051
C -1.52 0.97 0.43 -0.555
C -1.69 -0.57 -0.73 0.533
O -2.68 -1.01 -1.15 -0.489
H 2.75 0.18 0.71 0.233
H 2.52 -0.36 -0.96 0.229
H 2.23 -1.48 0.37 0.229
H -1.88 1.81 -0.15 0.233
H -2.16 0.73 1.28 0.233
H -0.23 -0.69 -0.58 0.156
```

=====

No. 8
Formula: C3H5NO3
Source: the OMol25 dataset
Level of theory: ωB97M-V/def2-TZVPD

Properties
- SMILES string = NC(=O)COC=O
- E_LUMO (eV) = 0.68
- charge = 0

The geometry in XYZ format:
```
12
Properties=species:S:1:pos:R:3:nbo_charge:R:1
N -0.33 -1.35 0.42 -0.826
C -0.79 -0.03 0.60 0.671
O -1.93 0.19 0.93 -0.574
C 0.39 0.96 0.66 -0.185
O 1.31 0.60 -0.40 -0.480
C 0.60 0.11 -1.42 0.603
O -0.60 0.23 -1.50 -0.551
H 0.45 -1.38 -0.28 0.347
H -1.10 -1.86 0.00 0.390
H 0.12 2.02 0.58 0.221
H 0.89 0.77 1.61 0.223
H 1.18 -0.38 -2.19 0.159
```

=====

Ordered ΔE to the lowest compared entry with this formula, charge and spin results: 109.1, 84.1, 33.6, 0.0, 19.3, 153.8, 85.6, 45.4; unit kcal per mole.
Ordered DFT total energy results: -77148.2312, -10905.6914, -7360.7980, -97512.9706, -37556.0667, -44087.8868, -7325.5723, -10823.7194; unit eV.